[1]
Density functional theory data (wB97M-V/def2-TZVPD) for a cluster of 11 separate species, C71H169N11O17 in total in a non-equilibrium geometry.

Each line ends with the Löwdin spin population.
Element x y z (Å)
C (0.0086, -4.2960, 1.9263)  0.00
C (-0.4520, -3.9046, 3.3347)  0.00
C (-1.9875, -3.4839, 3.1823)  0.00
C (-2.9532, -4.7075, 3.1488)  0.00
C (-2.6220, -5.6185, 4.3791)  0.00
C (-1.1590, -6.1636, 4.4587)  0.00
N (-0.2318, -5.0099, 4.3226)  0.00
O (1.0411, -5.4329, 4.2600)  0.00
C (-0.9950, -6.7002, 5.8970)  0.00
C (-0.9390, -7.2279, 3.3375)  0.00
C (0.2598, -2.6398, 3.8042)  0.00
H (-0.7341, -4.8689, 1.3711)  0.00
H (0.9093, -4.9096, 1.9071)  0.00
H (0.3059, -3.4418, 1.3180)  0.00
H (-2.2121, -2.9138, 4.0837)  0.00
H (-2.1861, -2.8883, 2.2912)  0.00
H (-2.8887, -5.2556, 2.2088)  0.00
H (-3.9784, -4.3558, 3.2647)  0.00
H (-3.1783, -6.5558, 4.3682)  0.00
H (-2.8878, -5.1596, 5.3314)  0.00
H (-1.7154, -7.5138, 5.9811)  0.00
H (-0.0103, -7.1438, 6.0444)  0.00
H (-1.1083, -5.8924, 6.6200)  0.00
H (0.0681, -7.6082, 3.5080)  0.00
H (-1.7218, -7.9863, 3.3214)  0.00
H (-0.9376, -6.8050, 2.3329)  0.00
H (0.0386, -1.8150, 3.1268)  0.00
H (1.3247, -2.8706, 3.7760)  0.00
H (-0.0008, -2.4331, 4.8422)  0.00
H (1.4627, -5.0564, 5.0360)  0.00
C (-5.2088, -3.3841, -6.2296)  0.02
C (-4.7012, -1.9899, -5.8287)  0.04
C (-5.9199, -1.1075, -6.1371)  0.00
C (-5.7902, 0.2523, -5.4149)  0.00
C (-5.5691, 0.1048, -3.9048)  0.00
C (-4.3291, -0.7970, -3.4743)  0.05
N (-4.2881, -2.0048, -4.3729)  0.64
O (-3.3246, -2.9471, -4.0583)  0.10
C (-2.9406, -0.0320, -3.6199)  0.05
C (-4.6163, -1.1895, -2.0341)  0.02
C (-3.5431, -1.5953, -6.7925)  0.04
H (-5.4707, -3.4171, -7.2872)  0.00
H (-6.0429, -3.6938, -5.6000)  0.00
H (-4.3931, -4.0792, -6.0309)  0.00
H (-6.2149, -1.0099, -7.1818)  0.00
H (-6.7977, -1.5744, -5.6904)  0.00
H (-6.6902, 0.8395, -5.5976)  0.00
H (-4.9649, 0.7569, -5.9172)  0.00
H (-6.4869, -0.2086, -3.4073)  0.00
H (-5.3492, 1.0884, -3.4896)  0.00
H (-2.8916, 0.8197, -2.9414)  0.01
H (-2.1258, -0.7109, -3.3683)  0.00
H (-2.8455, 0.3440, -4.6385)  0.00
H (-4.7845, -0.3049, -1.4198)  0.00
H (-5.5238, -1.7908, -1.9802)  0.00
H (-3.8246, -1.7600, -1.5485)  0.00
H (-3.5636, -0.5507, -7.1031)  0.00
H (-3.4522, -2.2609, -7.6509)  0.00
H (-2.5704, -1.7580, -6.3281)  0.00
H (-3.8094, -3.5100, -3.4503)  0.01
C (2.4686, 4.5949, -1.9307)  0.00
C (3.9245, 4.2930, -1.5799)  0.00
C (4.8159, 5.5404, -2.0034)  0.00
C (4.7887, 6.8388, -1.2010)  0.00
C (4.9952, 6.4437, 0.2446)  0.00
C (4.1308, 5.2782, 0.8162)  0.00
N (4.1882, 4.1558, -0.1277)  0.00
O (3.6103, 3.0509, 0.4167)  0.00
C (4.8791, 5.0225, 2.1620)  0.00
C (2.7142, 5.7147, 1.1503)  0.00
C (4.4195, 3.1397, -2.4037)  0.00
H (1.7961, 3.9632, -1.3505)  0.00
H (2.2581, 4.5039, -2.9964)  0.00
H (2.1470, 5.5767, -1.5831)  0.00
H (5.8450, 5.2279, -1.8263)  0.00
H (4.7037, 5.7709, -3.0629)  0.00
H (3.8602, 7.3973, -1.3198)  0.00
H (5.6078, 7.5052, -1.4713)  0.00
H (4.8254, 7.3135, 0.8792)  0.00
H (6.0111, 6.0645, 0.3558)  0.00
H (4.9886, 5.8216, 2.8951)  0.00
H (4.2793, 4.2464, 2.6373)  0.00
H (5.9073, 4.6623, 2.1286)  0.00
H (2.7605, 6.2180, 2.1160)  0.00
H (2.1279, 6.3044, 0.4456)  0.00
H (2.0418, 4.8751, 1.3264)  0.00
H (4.1437, 3.1693, -3.4578)  0.00
H (4.0104, 2.1977, -2.0387)  0.00
H (5.5002, 3.0015, -2.3691)  0.00
H (4.3725, 2.5097, 0.6350)  0.00
C (-1.8451, 4.7557, 4.9373)  0.00
O (-2.2267, 3.7362, 3.9971)  0.00
C (-3.6623, 3.5360, 3.9438)  0.00
C (-4.0387, 2.9970, 2.5822)  0.00
N (-4.0087, 4.0761, 1.5876)  0.00
C (-4.3984, 3.7559, 0.2384)  0.00
C (-5.8541, 3.3461, 0.0634)  0.00
O (-6.0016, 1.9474, 0.2810)  0.00
C (-7.1863, 1.3985, -0.3201)  0.00
H (-1.8046, 4.4380, 5.9792)  0.00
H (-2.4739, 5.6453, 4.9732)  0.00
H (-0.8387, 5.1281, 4.7464)  0.00
H (-4.2707, 4.4033, 4.2000)  0.00
H (-3.8831, 2.7829, 4.7002)  0.00
H (-5.0677, 2.6397, 2.6228)  0.00
H (-3.3237, 2.2123, 2.3350)  0.00
H (-3.3819, 4.8540, 1.7359)  0.00
H (-3.7269, 2.9333, -0.0077)  0.00
H (-4.1949, 4.5270, -0.5046)  0.00
H (-6.0766, 3.5569, -0.9826)  0.00
H (-6.5044, 3.9163, 0.7269)  0.00
H (-8.0589, 1.8029, 0.1928)  0.00
H (-7.2308, 0.3130, -0.2320)  0.00
H (-7.2913, 1.6139, -1.3835)  0.00
C (1.0209, 2.8346, 4.4482)  0.00
O (0.1240, 2.2227, 5.3476)  0.00
C (-0.1572, 0.8757, 4.9717)  0.00
C (-1.0979, 0.4325, 6.0920)  0.00
N (-2.3917, 0.9799, 5.9504)  0.00
C (-3.1091, 0.8139, 7.1926)  0.00
C (-4.3377, 1.6986, 7.2745)  0.00
O (-3.9615, 3.0940, 7.2767)  0.00
C (-5.0801, 4.0039, 7.0231)  0.00
H (0.5484, 3.0318, 3.4860)  0.00
H (1.9640, 2.2895, 4.4068)  0.00
H (1.3413, 3.7975, 4.8461)  0.00
H (0.7951, 0.3646, 5.1135)  0.00
H (-0.5084, 0.7830, 3.9440)  0.00
H (-0.6475, 0.4840, 7.0833)  0.00
H (-1.1384, -0.6338, 5.8695)  0.00
H (-2.3755, 1.9562, 5.6922)  0.00
H (-2.5754, 1.1581, 8.0785)  0.00
H (-3.3352, -0.2344, 7.3875)  0.00
H (-5.0278, 1.5354, 8.1024)  0.00
H (-4.9526, 1.4661, 6.4051)  0.00
H (-5.7266, 3.5652, 6.2631)  0.00
H (-4.7473, 4.9930, 6.7082)  0.00
H (-5.6393, 4.1423, 7.9484)  0.00
C (-1.4840, 5.9724, 0.7572)  0.00
O (-2.5330, 6.3930, 1.5404)  0.00
C (-3.2607, 7.4529, 0.9145)  0.00
C (-4.5556, 7.7966, 1.6826)  0.00
N (-5.5872, 6.7777, 1.6433)  0.00
C (-6.5955, 7.1127, 2.6843)  0.00
C (-7.0782, 5.8652, 3.4343)  0.00
O (-7.9923, 6.2615, 4.5031)  0.00
C (-8.7344, 5.1155, 4.9283)  0.00
H (-0.8850, 5.2109, 1.2566)  0.00
H (-0.7802, 6.7289, 0.4100)  0.00
H (-2.0041, 5.5531, -0.1041)  0.00
H (-3.5505, 7.3117, -0.1268)  0.00
H (-2.5433, 8.2729, 0.9460)  0.00
H (-4.9977, 8.6948, 1.2515)  0.00
H (-4.2185, 8.0447, 2.6890)  0.00
H (-5.2219, 5.8379, 1.7025)  0.00
H (-7.5127, 7.5090, 2.2486)  0.00
H (-6.2195, 7.7805, 3.4594)  0.00
H (-6.2807, 5.3906, 4.0060)  0.00
H (-7.5123, 5.2044, 2.6840)  0.00
H (-9.4959, 4.6265, 4.3207)  0.00
H (-9.2427, 5.2760, 5.8791)  0.00
H (-8.1196, 4.2516, 5.1806)  0.00
C (0.3993, -3.0825, -3.3722)  0.00
O (1.3374, -3.6708, -2.4440)  0.00
C (0.8087, -4.8679, -1.8162)  0.00
C (0.7974, -6.0889, -2.7729)  0.00
N (2.2236, -6.4988, -2.9131)  0.00
C (2.3065, -7.5831, -3.9024)  0.00
C (3.7693, -7.9148, -4.1732)  0.00
O (4.2510, -6.8555, -4.9850)  0.00
C (5.6024, -6.9752, -5.2869)  0.00
H (0.5900, -2.0341, -3.6015)  0.00
H (-0.6453, -3.1108, -3.0624)  0.00
H (0.4971, -3.5536, -4.3503)  0.00
H (-0.1877, -4.6043, -1.4615)  0.00
H (1.3455, -5.2008, -0.9279)  0.00
H (0.3661, -5.8115, -3.7347)  0.00
H (0.2818, -6.9539, -2.3557)  0.00
H (2.6294, -5.6880, -3.3580)  0.00
H (1.7963, -7.3071, -4.8252)  0.00
H (1.7318, -8.4598, -3.6038)  0.00
H (3.8252, -8.8981, -4.6403)  0.00
H (4.4128, -7.8746, -3.2943)  0.00
H (5.8085, -7.6761, -6.0958)  0.00
H (6.1362, -7.2100, -4.3660)  0.00
H (5.9479, -6.0677, -5.7821)  0.00
C (8.9643, -1.6719, 0.6481)  0.00
O (7.9783, -0.6726, 0.6500)  0.00
C (6.7290, -0.9234, -0.0838)  0.00
C (6.0375, 0.4792, -0.1232)  0.00
N (5.4282, 0.9682, 1.1203)  0.00
C (4.1842, 0.2638, 1.4168)  0.00
C (3.8229, 0.6066, 2.8116)  0.00
O (4.8964, 0.2518, 3.7872)  0.00
C (5.2888, -1.0740, 3.9676)  0.00
H (9.8386, -1.6281, 1.2977)  0.00
H (9.4403, -1.7643, -0.3281)  0.00
H (8.5051, -2.6236, 0.9156)  0.00
H (6.0896, -1.7529, 0.2184)  0.00
H (7.0195, -1.1390, -1.1120)  0.00
H (5.2646, 0.3842, -0.8859)  0.00
H (6.7571, 1.2440, -0.4150)  0.00
H (6.0119, 0.8345, 1.9337)  0.00
H (4.3809, -0.8030, 1.3102)  0.00
H (3.4118, 0.5082, 0.6876)  0.00
H (2.9622, -0.0096, 3.0718)  0.00
H (3.5055, 1.6345, 2.9873)  0.00
H (4.5015, -1.7795, 3.7021)  0.00
H (5.4705, -1.1821, 5.0369)  0.00
H (6.1218, -1.3147, 3.3071)  0.00
C (3.7018, -3.4393, -5.0765)  0.00
O (4.3742, -2.4684, -4.2719)  0.00
C (5.4751, -2.8643, -3.5249)  0.00
C (5.2874, -4.1020, -2.6401)  0.00
N (4.4829, -3.7744, -1.4457)  0.00
C (4.2772, -4.8810, -0.5628)  0.00
C (3.6628, -4.4920, 0.8473)  0.00
O (4.4384, -3.7268, 1.7845)  0.00
C (5.7008, -4.3188, 2.0530)  0.00
H (4.4028, -4.0508, -5.6446)  0.00
H (3.1382, -2.8781, -5.8218)  0.00
H (3.1235, -4.1459, -4.4812)  0.00
H (5.9180, -2.0455, -2.9578)  0.00
H (6.2592, -3.1473, -4.2272)  0.00
H (6.2845, -4.3718, -2.2923)  0.00
H (4.8560, -4.9968, -3.0888)  0.00
H (3.5641, -3.4252, -1.6780)  0.00
H (5.2687, -5.3098, -0.4168)  0.00
H (3.6011, -5.6188, -0.9947)  0.00
H (3.1846, -5.2937, 1.4101)  0.00
H (2.8459, -3.7924, 0.6698)  0.00
H (6.5543, -4.3129, 1.3751)  0.00
H (5.6160, -5.3926, 2.2204)  0.00
H (6.0453, -3.7857, 2.9392)  0.00
C (-1.5091, 0.1887, 0.8680)  0.00
C (-0.3515, 1.0966, 0.4164)  0.00
C (0.5525, 0.5883, -0.7533)  0.00
O (1.4047, -0.4476, -0.2436)  0.00
C (2.4241, -0.8104, -1.2237)  0.00
N (-0.9336, 2.4188, 0.1316)  0.00
H (-1.2886, -0.8556, 0.6469)  0.00
H (-2.3401, 0.4117, 0.1988)  0.00
H (-1.9642, 0.3964, 1.8364)  0.00
H (0.3216, 1.1041, 1.2737)  0.00
H (1.2339, 1.3479, -1.1364)  0.00
H (0.0773, 0.2236, -1.6639)  0.00
H (1.9497, -1.2493, -2.1014)  0.00
H (3.1523, -1.4678, -0.7485)  0.00
H (2.9547, 0.1214, -1.4194)  0.00
H (-0.2817, 3.0979, 0.4977)  0.00
H (-1.7765, 2.3951, 0.6876)  0.00
C (0.2845, 1.0021, -8.5189)  0.00
C (0.7406, -0.2577, -7.9011)  0.00
C (0.8248, -0.3246, -6.3364)  0.00
O (1.9270, 0.4672, -5.9844)  0.00
C (2.4127, 0.3350, -4.7106)  0.00
N (-0.1175, -1.3171, -8.4521)  0.00
H (-0.7477, 1.2332, -8.2555)  0.00
H (0.2896, 0.9535, -9.6078)  0.00
H (0.8067, 1.8599, -8.0952)  0.00
H (1.6730, -0.5135, -8.4043)  0.00
H (1.1265, -1.3325, -6.0514)  0.00
H (-0.0593, 0.0564, -5.8252)  0.00
H (2.6352, -0.6945, -4.4301)  0.00
H (1.6489, 0.6913, -4.0193)  0.00
H (3.3160, 0.9280, -4.5673)  0.00
H (-1.0662, -1.0356, -8.6544)  0.00
H (0.1374, -1.5080, -9.4105)  0.00

Results
2S+1: 2
net charge: +1
gap between HOMO and LUMO (alpha / beta): 6.3374 / 2.4325 eV
expectation value of S²: 0.75
largest force on an atom: 3.772 eV/Å

=====

[2]
Density functional theory data (wB97M-V/def2-TZVPD) for a structure of composition C71H57BF15GeN6OOsS in a non-equilibrium geometry.

Each line ends with the Mulliken charge.
Element x y z (Å)
Os (-0.0791, 0.0035, -0.0155)  -0.15
C (7.9605, -3.2558, 10.5066)  -0.84
O (8.3238, -2.5508, 9.3254)  -0.46
C (7.3844, -2.3807, 8.3762)  0.97
C (6.0691, -2.8170, 8.4883)  -0.63
C (5.1850, -2.5989, 7.4407)  -0.72
C (5.5879, -1.9526, 6.2822)  0.36
C (6.9093, -1.5039, 6.1892)  -0.58
C (7.7957, -1.7168, 7.2177)  -0.58
C (4.6707, -1.7002, 5.1665)  0.04
N (4.9395, -0.9473, 4.1213)  -0.85
C (3.7888, -0.9397, 3.3796)  1.18
C (2.8092, -1.6969, 3.9724)  -0.80
N (3.3898, -2.1858, 5.1149)  0.00
C (1.4879, -1.8151, 3.4435)  0.74
C (0.4513, -2.6149, 3.9427)  -0.61
C (-0.7707, -2.5842, 3.3173)  -1.13
C (-0.9711, -1.7326, 2.2327)  0.29
N (0.0078, -0.9785, 1.7487)  1.00
C (1.2249, -1.0492, 2.3107)  -0.05
C (2.2374, -0.3046, 1.6458)  -0.20
N (1.8934, 0.3117, 0.4760)  0.60
C (2.8112, 0.9990, -0.1891)  -0.62
C (4.1231, 1.1164, 0.2684)  -1.15
C (4.4900, 0.4925, 1.4367)  -0.74
C (3.5315, -0.2407, 2.1517)  0.77
H (8.8659, -3.3344, 11.0976)  0.25
H (7.5933, -4.2568, 10.2721)  0.34
H (7.2015, -2.7124, 11.0725)  0.34
H (5.7246, -3.3208, 9.3796)  0.40
H (4.1606, -2.9352, 7.5628)  0.24
H (7.2186, -0.9849, 5.2912)  0.48
H (8.8234, -1.3817, 7.1524)  0.43
H (2.9730, -2.8034, 5.7888)  0.27
H (0.6172, -3.2541, 4.8026)  0.34
H (-1.5922, -3.2006, 3.6557)  0.53
H (-1.9305, -1.6650, 1.7363)  -0.75
H (2.4989, 1.4491, -1.1215)  0.11
H (4.8344, 1.6861, -0.3139)  0.65
H (5.5009, 0.5419, 1.8229)  0.62
F (1.4852, -4.8255, 2.3873)  -0.49
C (0.2217, -5.1784, 2.1520)  0.45
C (-0.3760, -4.9475, 0.9222)  -0.02
C (-1.7130, -5.3370, 0.8327)  -0.25
F (-2.4181, -5.0994, -0.2797)  -0.46
C (-2.4003, -5.9461, 1.8656)  0.54
F (-3.6710, -6.3030, 1.7175)  -0.34
C (-1.7556, -6.1653, 3.0656)  0.67
F (-2.3978, -6.7250, 4.0801)  -0.32
C (-0.4431, -5.7700, 3.2075)  0.40
F (0.1757, -5.9373, 4.3806)  -0.40
Ge (0.3631, -4.1322, -0.7436)  2.28
S (-0.2531, -2.0886, -1.1798)  -1.03
C (-0.3108, -5.4740, -2.0023)  -0.81
C (-1.2110, -5.2504, -3.0273)  -0.21
F (-1.7076, -4.0263, -3.2359)  -0.02
C (-1.6344, -6.2682, -3.8561)  -0.04
F (-2.5033, -6.0305, -4.8353)  -0.32
C (-1.1521, -7.5505, -3.6642)  0.66
F (-1.5568, -8.5332, -4.4552)  -0.29
C (-0.2511, -7.8094, -2.6492)  0.32
F (0.2108, -9.0421, -2.4649)  -0.30
C (0.1533, -6.7675, -1.8382)  0.52
F (1.0323, -7.0342, -0.8556)  -0.33
C (2.3043, -4.0759, -1.1149)  -0.35
C (2.7098, -4.1887, -2.4439)  0.24
F (1.8175, -4.3793, -3.4213)  -0.32
C (4.0284, -4.0675, -2.8382)  0.02
F (4.3649, -4.1775, -4.1185)  -0.29
C (4.9973, -3.8038, -1.8915)  0.79
F (6.2653, -3.6743, -2.2520)  -0.30
C (4.6313, -3.6292, -0.5736)  -0.16
F (5.5543, -3.3171, 0.3366)  -0.32
C (3.3051, -3.7437, -0.2127)  0.15
F (3.0096, -3.4440, 1.0581)  -0.14
C (-3.6910, 1.5631, 4.5300)  -1.60
C (-2.3786, 0.8484, 4.1847)  3.07
C (-2.0815, -0.1898, 5.2663)  -1.99
C (-1.2600, 1.8650, 4.0340)  0.28
C (-0.5192, 2.2483, 5.1493)  -0.65
C (0.4049, 3.2803, 5.0797)  -1.69
C (0.6104, 3.9428, 3.8839)  -0.48
C (-0.0844, 3.5736, 2.7363)  0.67
C (0.1600, 4.3167, 1.4347)  2.01
C (-0.3031, 5.7723, 1.5313)  -1.86
C (1.6338, 4.2418, 1.0203)  -1.53
C (-1.0132, 2.5279, 2.8223)  0.18
N (-1.8019, 2.2458, 1.6523)  0.75
B (-1.5767, 1.3696, 0.5330)  1.23
N (-2.6790, 1.6499, -0.3466)  0.92
C (-3.4985, 2.6166, 0.2354)  -1.39
C (-2.9636, 2.9924, 1.4116)  -1.08
C (-3.0034, 1.0357, -1.5988)  0.04
C (-3.6247, -0.2283, -1.5529)  0.38
C (-3.9006, -0.8748, -2.7501)  0.04
C (-3.6125, -0.2652, -3.9629)  -1.67
C (-3.0618, 1.0030, -3.9818)  -0.13
C (-2.7318, 1.6827, -2.8074)  0.13
C (-2.1662, 3.0904, -3.0111)  0.24
C (-1.3356, 3.7330, -1.8971)  -0.82
C (-3.3116, 4.0390, -3.3957)  -1.52
C (-4.1584, -0.8022, -0.2442)  2.34
C (-5.6635, -0.5033, -0.1660)  -1.78
C (-3.9236, -2.3073, -0.0948)  -2.02
H (-4.5016, 0.8409, 4.6619)  0.44
H (-3.9867, 2.2623, 3.7494)  0.29
H (-3.5742, 2.1196, 5.4634)  0.35
H (-2.5053, 0.3449, 3.2240)  -1.40
H (-2.2268, 0.2312, 6.2633)  0.55
H (-1.0581, -0.5543, 5.1996)  0.29
H (-2.7603, -1.0413, 5.1730)  0.38
H (-0.6909, 1.7563, 6.0988)  0.39
H (0.9503, 3.5760, 5.9680)  0.44
H (1.3048, 4.7755, 3.8430)  0.40
H (-0.4184, 3.8326, 0.6509)  -1.08
H (0.3196, 6.3379, 2.2305)  0.39
H (-1.3383, 5.8362, 1.8729)  0.37
H (-0.2358, 6.2558, 0.5537)  0.43
H (2.2843, 4.7077, 1.7651)  0.35
H (1.7844, 4.7670, 0.0724)  0.45
H (1.9506, 3.2011, 0.8954)  0.29
H (-4.4055, 2.9617, -0.2379)  0.53
H (-3.3100, 3.7428, 2.1058)  0.72
H (-4.3587, -1.8576, -2.7440)  0.45
H (-3.8420, -0.7730, -4.8930)  0.44
H (-2.8627, 1.4873, -4.9327)  0.55
H (-1.5113, 3.0102, -3.8843)  0.32
H (-1.9678, 4.1084, -1.0894)  0.55
H (-0.7902, 4.5827, -2.3158)  0.67
H (-0.6084, 3.0458, -1.4689)  -0.85
H (-4.0585, 4.0935, -2.5991)  0.30
H (-3.8092, 3.7106, -4.3099)  0.43
H (-2.9217, 5.0455, -3.5693)  0.44
H (-3.6750, -0.2914, 0.5905)  -1.11
H (-6.1920, -1.0345, -0.9619)  0.35
H (-5.8639, 0.5644, -0.2797)  0.35
H (-6.0738, -0.8287, 0.7939)  0.45
H (-4.4581, -2.8758, -0.8597)  0.58
H (-4.2947, -2.6467, 0.8772)  0.54
H (-2.8637, -2.5594, -0.1827)  0.13
C (0.0710, 0.6070, -2.5637)  0.26
C (0.7446, 1.2573, -3.6093)  0.66
C (1.5191, 2.4252, -3.4168)  0.59
C (2.0682, 3.0935, -4.4908)  -1.40
C (1.8709, 2.6213, -5.7875)  -0.51
C (1.1489, 1.4457, -5.9954)  -0.80
C (0.5979, 0.7668, -4.9287)  -0.74
H (-0.5822, -0.2223, -2.7676)  0.32
H (0.1884, 1.0536, -1.5571)  -0.43
H (1.6527, 2.8129, -2.4110)  0.34
H (2.6512, 3.9909, -4.3270)  0.46
H (2.2735, 3.1681, -6.6304)  0.43
H (1.0234, 1.0615, -6.9997)  0.44
H (0.0355, -0.1486, -5.0820)  0.53

Results
net charge: +1
gap between HOMO and LUMO (alpha / beta): 4.0839 / 4.0827 eV
largest force on an atom: 3.469 eV/Å

=====

Which value of net charge does entry 2 give? +1